Record 1
{"formula": "C21H23N8O2S3SbSc", "method": "ωB97M-V/def2-TZVPD", "species": ["Sc", "N", "C", "N", "C", "N", "N", "C", "N", "C", "C", "C", "C", "C", "N", "H", "H", "H", "H", "H", "H", "H", "H", "O", "C", "C", "C", "C", "C", "C", "C", "N", "C", "C", "N", "H", "H", "H", "H", "H", "H", "H", "S", "Sb", "S", "S", "C", "C", "C", "O", "C", "H", "H", "H", "H", "H", "H", "H", "H"], "xyz": [[0.38904, -0.07910, -1.32440], [-0.09730, 3.29727, -1.38853], [-1.30359, 2.72156, -1.33391], [-2.35329, 3.52985, -1.25622], [-3.54282, 2.95049, -1.19806], [-4.61558, 3.74887, -1.12851], [-3.73410, 1.62079, -1.15239], [-2.63943, 0.88714, -1.18325], [-1.38570, 1.36327, -1.27594], [-2.82066, -0.57705, -1.09811], [-4.09844, -1.12308, -0.97652], [-4.22604, -2.49675, -0.87509], [-3.07932, -3.27780, -0.92706], [-1.84963, -2.65270, -1.06029], [-1.71537, -1.33126, -1.12910], [-0.11712, 4.27714, -1.62618], [0.67471, 2.74875, -1.79650], [-4.46870, 4.73149, -1.27351], [-5.53402, 3.35796, -1.22921], [-4.94701, -0.45852, -0.95372], [-5.19985, -2.95120, -0.76384], [-3.13753, -4.35305, -0.86595], [-0.93107, -3.22943, -1.12259], [1.55152, -1.49259, -0.89409], [1.89105, -2.36766, -0.00212], [2.84314, -3.36009, -0.33222], [3.25049, -4.30209, 0.57731], [2.73482, -4.29290, 1.87261], [1.79935, -3.34913, 2.22590], [1.34646, -2.38083, 1.31710], [0.33786, -1.42548, 1.70914], [-0.22483, -0.48515, 0.95303], [-1.15219, 0.13704, 1.74247], [-1.15384, -0.41229, 2.98468], [-0.20891, -1.39640, 2.95584], [3.23671, -3.33573, -1.33894], [3.97628, -5.05081, 0.29294], [3.07130, -5.01843, 2.59780], [1.41317, -3.36683, 3.23756], [-1.77387, 0.92564, 1.36737], [-1.73776, -0.19963, 3.85403], [0.03253, -2.00640, 3.71736], [-1.22012, 2.32056, -4.54953], [0.53549, 0.80023, -4.86026], [-0.28008, -1.13465, -3.63644], [1.86793, 1.33105, -2.87999], [4.00539, 2.34980, 1.03770], [2.84376, 2.69808, 1.96283], [1.85703, 1.58802, 1.62400], [1.98260, 1.35167, 0.22439], [3.27453, 1.83648, -0.20080], [4.62941, 1.56987, 1.47568], [4.63328, 3.20418, 0.79971], [2.42265, 3.67023, 1.70367], [3.11080, 2.69440, 3.01645], [0.82028, 1.85590, 1.83467], [2.10605, 0.67028, 2.17850], [3.10792, 2.64500, -0.92266], [3.80262, 1.02400, -0.70680]], "forces_ev_per_a": [[-0.6, 0.4, -1.0], [0.0, 0.0, 0.0], [0.2, 0.2, 0.3], [-0.3, 0.4, -0.2], [0.6, -0.2, 0.1], [-0.2, 0.1, 0.0], [-0.2, -0.3, 0.0], [0.0, 0.6, -0.2], [-0.3, 0.1, 0.1], [-0.1, -0.6, 0.1], [0.3, 0.1, 0.0], [0.2, 0.0, -0.1], [-0.1, 0.2, 0.0], [0.2, 0.0, 0.0], [-0.3, 0.3, 0.0], [-0.1, 0.0, 0.1], [-0.1, 0.0, 0.0], [0.0, 0.0, 0.0], [0.0, -0.1, 0.0], [0.0, 0.0, 0.0], [0.0, 0.0, 0.0], [0.0, -0.1, 0.0], [-0.1, 0.1, 0.0], [0.5, -0.8, 0.3], [0.3, -0.7, 0.9], [-0.2, 0.3, -0.1], [0.0, 0.0, 0.1], [0.1, -0.1, 0.1], [0.0, 0.1, -0.2], [0.6, -0.4, -0.6], [-0.3, 0.3, -0.1], [0.5, -0.2, 0.2], [-0.2, 0.0, 0.3], [-0.3, 0.3, -0.2], [0.2, -0.1, -0.2], [0.0, 0.0, 0.0], [0.1, 0.0, 0.0], [0.0, -0.1, 0.0], [0.0, 0.0, 0.0], [-0.1, 0.2, 0.0], [-0.1, 0.1, 0.2], [0.0, 0.1, -0.1], [-0.4, 0.3, -0.2], [0.3, -0.9, 1.4], [0.0, 0.6, -0.5], [0.0, 0.1, -0.6], [-0.2, -0.1, 0.0], [-0.1, -0.2, -0.1], [-0.2, 0.1, 0.5], [0.0, 0.0, 0.0], [0.3, 0.1, -0.4], [0.0, 0.0, 0.0], [0.1, 0.0, 0.0], [0.0, 0.0, 0.0], [0.0, 0.0, 0.1], [0.1, 0.0, 0.0], [0.0, 0.1, -0.1], [0.1, -0.2, 0.1], [-0.1, 0.1, 0.0]], "lumo_energy_ev": [-0.36, -1.59], "orbital_gap_ev": [6.74, 5.45], "homo_ev": [-7.10, -7.04], "spin_multiplicity": 2}



Record 2
{"formula": "C21H23NO4S2", "method": "ωB97M-V/def2-TZVPD", "species": ["O", "S", "O", "C", "C", "C", "C", "C", "C", "C", "C", "N", "C", "C", "C", "C", "C", "C", "C", "S", "O", "O", "C", "C", "C", "C", "C", "C", "H", "H", "H", "H", "H", "H", "H", "H", "H", "H", "H", "H", "H", "H", "H", "H", "H", "H", "H", "H", "H", "H", "H"], "xyz": [[-2.28984, -2.07416, -2.40347], [-3.25031, -2.55105, -1.39502], [-4.39059, -1.72613, -1.02194], [-2.34254, -2.96897, 0.02132], [-2.41112, -1.75713, 1.04603], [-1.79763, -2.47452, 2.36905], [-0.68517, -3.34567, 2.53879], [-0.46491, -3.93314, 3.77558], [-1.33805, -3.69496, 4.84475], [-2.43783, -2.85305, 4.65718], [-2.64331, -2.23045, 3.44850], [-1.93483, -0.49221, 0.81434], [-2.39569, 0.34970, -0.47693], [-1.65120, 1.68751, -0.54174], [-0.68341, 1.78748, 0.63293], [-1.56638, 1.81041, 1.88122], [-2.29107, 0.47597, 2.00398], [0.25048, 0.58089, 0.62957], [-0.45869, -0.69753, 0.69001], [-2.36754, -4.70597, 0.36212], [-3.14192, -5.07501, 1.54326], [-1.02401, -5.25998, 0.22790], [-3.34360, -5.21015, -1.04750], [-3.70692, -6.52831, -1.31266], [-4.50049, -6.80687, -2.43095], [-4.96470, -5.76188, -3.25209], [-4.63059, -4.44480, -2.95569], [-3.81176, -4.18685, -1.86125], [-3.46802, -1.53876, 1.07485], [0.04069, -3.51263, 1.72462], [0.37773, -4.62691, 3.88950], [-1.20576, -4.23922, 5.78814], [-3.16915, -2.71943, 5.44132], [-3.48729, -1.56186, 3.29972], [-3.49028, 0.48286, -0.46482], [-2.14476, -0.27756, -1.32904], [-1.13191, 1.74061, -1.50458], [-2.39659, 2.49925, -0.54680], [-0.11008, 2.71397, 0.56259], [-2.30506, 2.62170, 1.83752], [-0.97712, 1.98100, 2.78529], [-3.38567, 0.61690, 2.02600], [-2.00710, -0.05538, 2.91141], [0.84477, 0.55157, -0.27055], [0.91712, 0.61765, 1.48697], [-0.21082, -1.27111, 1.56764], [-0.41455, -1.35976, -0.17727], [-3.36270, -7.32507, -0.65431], [-4.75385, -7.83285, -2.67433], [-5.58000, -5.96716, -4.12513], [-4.97215, -3.59620, -3.55481]], "forces_ev_per_a": [[-1.6, 0.1, 0.0], [1.8, -1.7, 0.8], [0.0, 0.3, -0.7], [-0.4, 1.3, -0.7], [-2.4, -7.2, 1.0], [-1.4, 1.1, -0.1], [-0.2, 1.1, -0.8], [-0.1, -0.1, 0.3], [-0.2, -0.3, -0.3], [0.3, -0.5, 0.6], [0.2, -0.4, -0.2], [2.4, 5.5, -1.2], [-0.2, -1.1, 0.5], [-0.1, -0.1, -0.3], [-0.4, 0.6, -0.2], [0.3, 0.0, 0.2], [0.0, -1.0, -0.2], [1.0, 1.1, 0.0], [-1.1, -0.6, 0.0], [0.4, 1.2, 0.3], [0.6, 0.1, -0.6], [-1.0, -0.1, 0.2], [-0.3, 0.4, -0.4], [0.1, -0.1, -0.1], [0.1, 0.7, 0.0], [0.2, -0.1, 0.3], [0.2, 0.3, 0.0], [0.1, 0.0, 0.0], [-0.8, -0.6, 1.2], [-0.7, 0.0, 0.4], [-0.4, 0.4, 0.0], [0.0, 0.4, -0.4], [0.1, 0.0, 0.2], [0.0, -0.3, 0.2], [0.5, -0.4, 0.4], [0.0, 0.0, 0.1], [0.1, 0.0, 0.2], [0.4, -0.1, 0.2], [0.0, -0.1, 0.0], [0.3, -0.1, -0.2], [0.1, 0.0, -0.1], [0.4, -0.4, -0.3], [0.0, 0.1, -0.2], [0.4, 0.5, -0.3], [0.3, 0.3, 0.0], [0.4, 0.0, 0.0], [0.5, 0.1, 0.0], [-0.1, 0.2, -0.2], [0.0, 0.1, 0.1], [0.1, -0.1, 0.2], [0.0, -0.4, 0.1]], "lumo_energy_ev": 0.31, "orbital_gap_ev": 7.57, "homo_ev": -7.26, "smiles": "O=S1(=O)C([C@@H](c2ccccc2)[N+]23CCC(CC2)CC3)=[S@](=O)([O-])c2ccccc21"}